Record 1
An isolated molecule of C3H9N3 at a distorted geometry, computed with wB97M-V/def2-TZVPD.

Multiplicity: 1
HOMO-LUMO gap: 9.652 eV
Structure (SMILES): [H]/N=C/N(C)NC
Energy relative to the best compared isomer or geometry (same formula, charge and spin): 41.4 kcal per mole

Positions of all 15 atoms, in Å:
H1 -2.6514 -1.7073 0.0156
N1 -2.2951 -0.7764 -0.1054
C1 -1.0342 -0.7901 0.1382
N2 -0.2470 0.2956 0.0443
C2 -0.8113 1.5822 -0.1077
N3 1.0713 0.2427 0.5282
C3 1.9287 -0.5701 -0.3454
H2 -0.4943 -1.6916 0.5483
H3 -1.0729 2.0360 0.8550
H4 -0.1249 2.2675 -0.6232
H5 -1.7469 1.5129 -0.7050
H6 1.0600 -0.1043 1.4902
H7 1.5073 -1.5574 -0.4933
H8 1.9786 -0.0460 -1.3183
H9 2.9322 -0.6935 0.0784

---

Record 2
A cluster of 2 separate species, C3H9N3 in total at a distorted geometry, computed with wB97M-V/def2-TZVPD.

Multiplicity: 1
HOMO-LUMO gap: 9.666 eV
Energy relative to the best compared isomer or geometry (same formula, charge and spin): 105.1 kcal per mole

Positions of all 15 atoms, in Å:
C1 -2.2435 -0.0648 -0.3579
C2 1.7081 -1.1924 -1.6709
C3 2.2323 0.8129 1.0478
N1 -1.4816 -0.8331 0.6183
N2 2.2159 -0.5320 -0.8134
N3 2.7221 0.4257 -0.2551
H1 -2.3232 -0.5506 -1.3551
H2 -3.2772 0.1236 0.0487
H3 -1.8753 1.0063 -0.3228
H4 2.0022 -2.1421 -1.9785
H5 -0.4847 -0.4258 0.6681
H6 -1.3524 -1.7839 0.4028
H7 2.8823 0.2622 1.7127
H8 2.4173 1.9080 1.2236
H9 1.1015 0.6620 1.1458

---

Record 3
A cluster of 2 separate species, C3H9N3 in total at a distorted geometry, computed with wB97M-V/def2-TZVPD.

Multiplicity: 1
HOMO-LUMO gap (spin up / spin down): 8.713 / 8.446 eV
Energy relative to the best compared isomer or geometry (same formula, charge and spin): 196.4 kcal per mole

Positions of all 15 atoms, in Å:
C1 -1.7799 -0.5841 0.9009
C2 1.3607 -0.5157 0.7879
C3 0.1841 0.4255 -1.7291
N1 -0.1815 1.3885 0.5651
N2 1.1291 0.9036 0.6257
N3 0.4342 1.3006 -0.5903
H1 -2.2016 0.4367 0.8657
H2 -1.9283 -1.3588 0.1263
H3 -1.6584 -0.8157 1.9331
H4 0.3450 -0.8450 0.9274
H5 1.8640 -0.7751 -0.1087
H6 2.1465 -0.5639 1.6088
H7 -0.2186 -0.5497 -1.3101
H8 -0.5753 1.0634 -2.1072
H9 1.0800 0.4897 -2.4956

---

Record 4
A cluster of 2 separate species, C3H9N3O in total at a distorted geometry, computed with wB97M-V/def2-TZVPD.

Multiplicity: 1
HOMO-LUMO gap (spin up / spin down): 8.239 / 8.804 eV
Energy relative to the best compared isomer or geometry (same formula, charge and spin): 156.8 kcal per mole

Positions of all 16 atoms, in Å:
C1 -0.6765 0.5510 0.1472
C2 0.3509 -1.2479 1.4331
C3 0.9862 -0.8304 -0.9116
N1 -1.6149 1.2175 0.5326
N2 0.2522 -0.3530 0.2564
N3 -0.4845 1.7850 -1.9659
O1 -1.2324 2.7717 -1.3098
H1 1.4214 -1.4856 1.7041
H2 -0.1785 -0.9566 2.2897
H3 -0.2356 -2.1686 1.1842
H4 0.3574 -1.6090 -1.5481
H5 1.3240 0.0211 -1.4843
H6 1.8497 -1.4259 -0.4785
H7 -1.8207 1.4668 1.4989
H8 -1.6744 2.1947 -0.5586
H9 -0.9707 1.2658 -2.7101

---

Record 5
An isolated molecule of C3H9N3O, computed with wB97M-V/def2-TZVPD.

Multiplicity: 1
HOMO-LUMO gap: 9.396 eV
Structure (SMILES): CC/N=C(\O)NN
Energy relative to the best compared isomer or geometry (same formula, charge and spin): 38.5 kcal per mole

Positions of all 16 atoms, in Å:
C1 -0.8793 1.7351 1.3931
C2 -0.2361 1.6837 0.0057
N1 -0.5335 0.4544 -0.6861
C3 0.1365 -0.5979 -0.4897
O1 1.2403 -0.7684 0.3029
N2 -0.2419 -1.7678 -1.0863
N3 0.6225 -2.8695 -1.2087
H1 -0.6498 2.6863 1.8729
H2 -0.5133 0.9298 2.0226
H3 -1.9583 1.6322 1.3036
H4 -0.6549 2.4821 -0.6134
H5 0.8497 1.8731 0.0949
H6 1.4208 0.0526 0.7764
H7 -0.9128 -1.6732 -1.8319
H8 0.7763 -3.2689 -0.2845
H9 1.5338 -2.5837 -1.5716

---

Record 6
An isolated molecule of C3H9N3O at a distorted geometry, computed with wB97M-V/def2-TZVPD.

Multiplicity: 1
HOMO-LUMO gap: 10.456 eV
Structure (SMILES): NCNCC(N)=O
Energy relative to the best compared isomer or geometry (same formula, charge and spin): 18.0 kcal per mole

Positions of all 16 atoms, in Å:
N1 1.9951 -0.7733 -1.8568
C1 0.7867 -0.0140 -2.0683
N2 -0.0955 0.4418 -0.9456
C2 -0.1468 -0.5356 0.1338
C3 -0.7296 0.0620 1.4212
N3 -1.8814 0.7889 1.2835
O1 -0.1828 -0.0555 2.4961
H1 1.8871 -1.5194 -1.1708
H2 2.7240 -0.2037 -1.4317
H3 1.1140 0.9090 -2.5426
H4 0.0940 -0.4878 -2.7678
H5 0.2804 1.2820 -0.5013
H6 -0.6550 -1.4694 -0.1274
H7 0.8426 -0.8998 0.4893
H8 -2.2112 1.1380 2.1717
H9 -2.1285 1.3163 0.4647

---

Record 7
A cluster of 2 separate species, C3H9N3O in total at a distorted geometry, computed with wB97M-V/def2-TZVPD.

Multiplicity: 1
HOMO-LUMO gap: 10.340 eV
Structure (SMILES): [H]/N=C\CN.C=NO
Energy relative to the best compared isomer or geometry (same formula, charge and spin): 103.7 kcal per mole

Positions of all 16 atoms, in Å:
H1 -0.6433 2.4021 0.9543
N1 -0.2961 2.2306 0.0410
C1 -0.7361 1.1722 -0.5031
C2 -1.7035 0.1154 0.0895
N2 -1.1895 -1.3033 0.1368
H2 -0.3784 0.8320 -1.3776
H3 -1.9413 0.5104 1.0662
H4 -2.6004 0.2385 -0.3484
H5 -0.2380 -1.4546 -0.0937
H6 -1.7757 -1.8822 -0.4497
C3 2.3953 -1.0283 0.1085
N3 1.5954 -0.0590 -0.0592
O1 2.2973 1.1421 0.1458
H7 3.4789 -1.0403 0.4174
H8 1.9949 -2.0728 -0.1806
H9 1.8141 1.9437 0.2677

---

Record 8
An isolated molecule of C3H9N3O at a distorted geometry, computed with wB97M-V/def2-TZVPD.

Multiplicity: 1
HOMO-LUMO gap: 8.197 eV
Energy relative to the best compared isomer or geometry (same formula, charge and spin): 105.7 kcal per mole

Positions of all 16 atoms, in Å:
C1 -1.0564 -0.3633 -1.7304
N1 0.7858 -0.6235 -0.1276
N2 1.3306 -0.3308 1.0731
C2 -0.4617 -0.2576 -0.3693
N3 2.7435 -0.2441 0.8602
C3 -1.0995 0.4182 0.7571
O1 -1.9488 1.4739 0.3534
H1 -2.6968 1.5247 0.9570
H2 1.4361 -0.8133 -0.8928
H3 -0.0229 0.5698 1.4120
H4 3.0241 0.7327 0.8052
H5 3.1980 -0.6595 1.6660
H6 -1.5708 -0.2663 1.4708
H7 -1.8440 -1.1199 -1.7511
H8 -1.5133 0.5861 -2.0081
H9 -0.3040 -0.6272 -2.4755

---

Question: What is the energy relative to the best compared isomer or geometry (same formula, charge and spin) in the first record?
Answer: 41.4 kcal per mole